<1>
DFT (the ωB97M-V functional and the def2-TZVPD basis) results for 6 unconnected molecules or ions with the total composition H12O6.

Values from the calculation:
**Total charge**: 0
**Multiplicity**: 1
**Gap between HOMO and LUMO**: 10.71 eV

Structure (XYZ):
```
18
Properties=species:S:1:pos:R:3:lowdin_charge:R:1
O -1.41387 -1.08178 -2.68876 -0.046
H -1.09568 -1.59858 -3.43726 0.047
H -1.96603 -0.39484 -3.08040 0.048
O -2.22724 -0.29113 1.73116 -0.052
H -1.83596 -0.45691 2.59974 0.059
H -2.73683 -1.08692 1.53559 0.053
O 2.57451 -1.40760 0.61787 -0.078
H 2.76875 -2.32889 0.41433 0.030
H 1.83564 -1.17272 0.03201 -0.008
O 0.04130 -0.06140 -0.22202 -0.062
H -0.08855 -0.23068 0.71929 0.033
H -0.72992 -0.45558 -0.65134 0.018
O 2.70800 0.93773 -0.87940 -0.069
H 3.10634 1.71774 -1.28263 0.035
H 1.79338 0.92855 -1.19662 0.011
O -0.97043 2.36377 2.31614 -0.066
H -1.55356 1.95149 1.66473 0.011
H -0.20984 2.66774 1.80758 0.037
```

=====

<2>
DFT (the ωB97M-V functional and the def2-TZVPD basis) results for 6 unconnected molecules or ions with the total composition H12O6.

Values from the calculation:
**Total charge**: 0
**Multiplicity**: 1
**Gap between HOMO and LUMO**: 10.21 eV

Structure (XYZ):
```
18
Properties=species:S:1:pos:R:3:lowdin_charge:R:1
O -3.01044 1.40522 -1.06444 -0.040
H -3.50044 1.52322 -1.86344 0.022
H -2.25744 2.01422 -1.12544 0.039
O 3.58156 0.90422 -0.48544 -0.019
H 2.80356 1.11322 -0.04244 -0.065
H 4.05156 1.73522 -0.46644 0.033
O -2.09344 -1.41878 1.73656 -0.059
H -2.20744 -2.34478 1.84256 0.006
H -1.57944 -1.29778 0.92156 -0.011
O 1.01856 -2.95478 -0.22344 -0.105
H 0.17156 -3.33678 0.12556 0.041
H 0.70156 -2.03578 -0.39344 -0.009
O 1.04856 1.44222 0.52856 -0.039
H 0.81756 1.53422 1.48056 0.115
H 1.30356 2.34022 0.28556 0.085
O -0.33544 -0.57278 -0.30444 -0.037
H 0.24956 0.07722 0.06456 -0.008
H -0.76344 -0.12778 -1.01644 0.049
```

=====

<3>
DFT (the ωB97M-V functional and the def2-TZVPD basis) results for 6 unconnected molecules or ions with the total composition H12O6.

Values from the calculation:
**Total charge**: 0
**Multiplicity**: 1
**Gap between HOMO and LUMO**: 10.43 eV

Structure (XYZ):
```
18
Properties=species:S:1:pos:R:3:lowdin_charge:R:1
O -1.14708 1.18579 -0.50426 -0.040
H -0.60724 1.80052 -0.01996 0.022
H -0.58617 0.59905 -0.99208 0.014
O 3.29945 -2.05160 -0.20908 -0.118
H 2.71937 -2.13554 -1.06879 0.100
H 3.77217 -2.86929 -0.30716 0.021
O -4.04889 0.37441 2.29575 -0.088
H -4.34096 -0.33607 2.84573 0.003
H -4.89345 0.86840 1.99019 0.086
O 3.96629 -0.65836 1.20072 -0.090
H 3.79282 -0.83050 2.14913 0.061
H 3.40701 0.10730 1.10349 0.024
O -4.42508 -1.35987 -1.49590 0.003
H -4.57838 -1.70069 -2.37482 0.038
H -3.72710 -0.81753 -1.55973 -0.044
O 2.24727 2.75229 -0.75529 -0.079
H 1.96041 2.40012 -1.64811 0.069
H 3.18956 2.67156 -0.64984 0.019
```

=====

<4>
DFT (the ωB97M-V functional and the def2-TZVPD basis) results for 6 unconnected molecules or ions with the total composition H12O6.

Values from the calculation:
**Total charge**: 0
**Multiplicity**: 1
**Gap between HOMO and LUMO**: 11.45 eV

Structure (XYZ):
```
18
Properties=species:S:1:pos:R:3:lowdin_charge:R:1
O 5.75132 -0.98816 -0.38612 -0.043
H 5.38261 -0.15271 -0.68403 0.055
H 5.98800 -1.48096 -1.17705 0.055
O -2.52281 -1.58893 -3.51626 -0.065
H -1.88398 -1.96356 -2.89632 0.033
H -2.04743 -0.77360 -3.72108 0.032
O 7.76708 -1.20404 1.55879 -0.083
H 8.15854 -2.03103 1.25988 0.027
H 6.88958 -1.23870 1.13766 -0.011
O -9.46659 11.60326 0.52905 -0.062
H -8.72072 12.17308 0.32214 0.030
H -9.80214 11.27223 -0.31186 0.033
O 3.99017 0.62338 3.76765 -0.067
H 4.29965 -0.19989 4.16487 0.033
H 4.80462 0.86976 3.30232 0.034
O -6.22849 -7.89942 -1.21717 -0.070
H -6.91352 -8.56319 -1.03867 0.036
H -5.44590 -8.45752 -1.09380 0.034
```

=====

Last place for stability: <3>

=====

<1>
DFT (the ωB97M-V functional and the def2-TZVPD basis) results for 6 unconnected molecules or ions with the total composition H12O6.

Values from the calculation:
**Total charge**: 0
**Multiplicity**: 1
**Gap between HOMO and LUMO**: 10.31 eV

Structure (XYZ):
```
18
Properties=species:S:1:pos:R:3:lowdin_charge:R:1
O -2.30261 -0.30956 -0.28936 -0.031
H -2.23906 -1.07075 -0.80225 -0.007
H -1.58582 0.17018 -0.73866 0.042
O -0.21886 1.60636 0.93543 -0.079
H -1.15291 1.38587 0.68982 0.043
H -0.13337 1.55541 1.89231 0.036
O 2.46088 1.92141 1.38450 -0.096
H 2.14937 2.45453 2.07887 0.001
H 1.99627 2.24520 0.53588 0.085
O -4.07952 -3.34113 -1.72166 -0.035
H -4.98717 -3.37694 -1.88844 -0.003
H -3.81992 -4.25267 -1.49945 0.050
O 1.69349 -0.14818 1.05734 -0.131
H 1.84571 -1.08886 1.10086 0.030
H 1.65344 0.06509 2.03645 0.069
O 2.50322 0.34631 -1.36909 -0.038
H 2.34016 0.94467 -2.05710 0.001
H 3.48056 0.36659 -1.32562 0.063
```

=====

<2>
DFT (the ωB97M-V functional and the def2-TZVPD basis) results for 6 unconnected molecules or ions with the total composition H12O6.

Values from the calculation:
**Total charge**: 0
**Multiplicity**: 1
**Gap between HOMO and LUMO**: 8.78 eV

Structure (XYZ):
```
18
Properties=species:S:1:pos:R:3:lowdin_charge:R:1
O 0.27705 1.01295 -0.97515 -0.032
H 0.04187 0.66499 -0.10762 0.007
H 0.98500 1.64082 -0.79194 0.048
O -1.70218 -1.24578 -1.64266 -0.093
H -1.23851 -1.11594 -2.47761 0.035
H -1.37654 -2.09481 -1.32314 0.014
O 4.16148 -0.14336 -1.87360 -0.062
H 4.57993 0.54720 -2.39993 0.032
H 4.60372 -0.08733 -1.01904 0.031
O 0.14624 -1.23238 1.98267 -0.081
H -0.15499 -0.34316 1.76463 0.044
H -0.58274 -1.60962 2.48793 0.065
O -2.97771 2.89299 1.66770 -0.060
H -3.03766 2.52076 2.55474 0.029
H -3.23962 3.81356 1.78148 0.032
O -0.55060 -1.67167 0.14155 -0.132
H 0.15691 -1.03655 -0.01670 0.038
H -0.09162 -2.51267 0.24665 0.084
```

=====

<3>
DFT (the ωB97M-V functional and the def2-TZVPD basis) results for 6 unconnected molecules or ions with the total composition H12O6.

Values from the calculation:
**Total charge**: 0
**Multiplicity**: 1
**Gap between HOMO and LUMO**: 11.71 eV

Structure (XYZ):
```
18
Properties=species:S:1:pos:R:3:lowdin_charge:R:1
O 4.43325 3.61586 -2.65291 -0.054
H 3.80220 3.51395 -1.94043 0.026
H 4.15117 2.98512 -3.31537 0.028
O 2.50221 -0.87652 4.34509 -0.055
H 2.81715 -1.77756 4.41698 0.029
H 3.22215 -0.40321 3.92808 0.025
O -0.57740 -1.20217 -1.28884 -0.056
H -1.45365 -1.20315 -0.90357 0.029
H -0.05004 -0.67997 -0.68433 0.027
O -5.87552 -0.63673 1.20950 -0.055
H -5.98140 0.31327 1.25962 0.027
H -6.73142 -0.95903 0.92703 0.028
O -2.88505 -4.83733 -4.19315 -0.055
H -2.85726 -5.75579 -3.92503 0.027
H -2.05501 -4.47252 -3.88626 0.028
O 2.62275 4.35588 1.93909 -0.053
H 2.98564 3.50470 2.18412 0.024
H 1.93022 4.51513 2.58040 0.029
```

=====

Last place for stability: <2>

=====

<1>
DFT (the ωB97M-V functional and the def2-TZVPD basis) results for 6 unconnected molecules or ions with the total composition H12O6.

Values from the calculation:
**Total charge**: 0
**Multiplicity**: 1
**Gap between HOMO and LUMO**: 11.04 eV

Structure (XYZ):
```
18
Properties=species:S:1:pos:R:3:lowdin_charge:R:1
O 0.75086 0.57135 1.46178 -0.074
H 0.53073 1.17216 0.76884 -0.048
H 0.87148 0.94156 2.38035 0.103
O 0.22136 -1.25413 -1.20125 -0.083
H 1.20173 -1.22609 -1.13154 0.024
H 0.29344 -2.22091 -1.00723 0.089
O -0.10096 2.15440 -0.37233 -0.128
H 0.56092 1.98103 -1.10688 0.089
H -1.03882 1.75280 -0.65065 0.086
O -1.96070 0.29151 -1.00608 -0.109
H -2.20963 -0.17763 -0.21159 -0.008
H -1.08336 -0.10823 -1.35267 0.048
O 2.59630 -0.44252 -0.25958 -0.037
H 3.32531 -0.99253 0.06860 0.073
H 2.11401 -0.24708 0.50451 -0.036
O -1.68894 -1.23416 1.20744 -0.052
H -0.82667 -0.86072 1.32808 -0.006
H -2.28254 -0.70584 1.77041 0.070
```

=====

<2>
DFT (the ωB97M-V functional and the def2-TZVPD basis) results for 6 unconnected molecules or ions with the total composition H12O6.

Values from the calculation:
**Total charge**: 0
**Multiplicity**: 1
**Gap between HOMO and LUMO**: 10.69 eV

Structure (XYZ):
```
18
Properties=species:S:1:pos:R:3:lowdin_charge:R:1
O -2.37028 -2.75456 -1.25089 -0.063
H -1.50628 -2.40756 -1.42489 -0.006
H -3.00428 -2.35256 -1.89189 0.056
O -2.06428 1.27844 -0.66289 -0.043
H -1.76728 1.22744 0.22611 0.021
H -1.93328 2.15044 -1.08489 0.074
O 0.59572 2.60044 0.06411 -0.014
H 1.08972 3.35144 0.38311 0.045
H 1.16572 1.89144 -0.01689 -0.059
O 0.52972 -2.24556 1.70011 -0.066
H 0.25672 -1.79856 0.86811 -0.005
H 0.72972 -1.49356 2.21911 -0.010
O -0.00428 -0.64556 -0.52589 -0.047
H 0.73172 -0.09156 -0.30789 -0.011
H -0.78328 -0.06056 -0.58989 0.019
O 2.46472 0.57244 0.57211 -0.018
H 3.04172 -0.12656 0.33011 0.055
H 2.82772 0.90444 1.39311 0.071
```

=====

Last place for stability: <2>